Entry 1:
This record from OMol25 describes 2 unconnected molecules or ions with the total composition C9H18ClN2P in a non-equilibrium geometry. The level of theory is ωB97M-V/def2-TZVPD.

Its spin multiplicity is 3. The calculation puts the LUMO energy (spin up / spin down) at 0.6 / -1.5 eV.

Each line ends with the Mulliken spin population.
Cartesian coordinates (Å):
C (-2.87, -0.26, 0.77)  -0.05
C (-5.27, -0.25, 0.40)  -0.03
C (2.01, 0.48, -2.40)  0.00
C (0.31, 1.69, -0.85)  0.01
C (3.11, -1.27, 0.66)  0.02
C (1.54, 0.20, 2.19)  0.02
C (-4.11, 0.11, 1.26)  0.60
C (0.80, 0.34, -1.33)  -0.01
C (2.10, -0.05, 0.72)  0.00
N (-1.85, -0.68, 0.31)  0.40
N (1.11, -0.50, -0.23)  0.11
P (0.22, -1.88, 0.05)  0.76
Cl (-0.46, -2.46, -1.76)  0.05
H (-4.99, 0.21, -0.61)  0.06
H (-5.33, -1.38, 0.07)  0.04
H (-6.21, 0.10, 0.89)  0.00
H (2.25, -0.58, -2.69)  0.00
H (1.72, 1.04, -3.31)  0.00
H (2.78, 1.00, -1.80)  0.00
H (-0.16, 2.25, -1.68)  0.00
H (1.11, 2.39, -0.41)  0.00
H (-0.37, 1.55, -0.10)  0.00
H (3.35, -1.42, -0.46)  0.00
H (4.09, -1.05, 1.30)  0.00
H (2.44, -2.11, 1.10)  -0.01
H (1.08, 1.24, 2.07)  0.00
H (2.34, 0.32, 2.95)  0.00
H (0.69, -0.48, 2.47)  0.00
H (-4.22, 0.74, 2.11)  0.03
H (0.11, -0.16, -1.95)  0.00
H (2.69, 0.88, 0.26)  0.00

=====

Entry 2:
This record from OMol25 describes C13H11NO5 in the gas phase in a non-equilibrium geometry. The level of theory is ωB97M-V/def2-TZVPD.

The calculation puts the energy above the lowest of the compared OMol25 structures with the same formula, charge and spin at 13.2 kcal/mol. Its spin multiplicity is 1. The SMILES is CC(=O)CC(=O)N1C(=O)OC(=O)[C@H]1c1ccccc1. The calculation puts the LUMO energy at 0.3 eV.

Each line ends with the Löwdin charge.
Cartesian coordinates (Å):
C (-1.43, 0.01, 4.13)  -0.01
C (-2.09, -0.40, 2.80)  -0.38
O (-3.28, -0.07, 2.63)  0.06
C (-1.46, -1.49, 1.93)  -0.02
C (-0.16, -1.01, 1.26)  -0.35
O (0.18, 0.14, 1.41)  0.13
N (0.57, -1.81, 0.39)  0.11
C (0.56, -3.19, 0.33)  -0.43
O (-0.34, -3.89, 0.79)  0.13
O (1.69, -3.68, -0.22)  0.24
C (2.47, -2.64, -0.46)  -0.37
O (3.65, -2.71, -0.79)  0.15
C (1.78, -1.32, -0.26)  -0.12
C (1.46, -0.58, -1.55)  -0.15
C (0.47, -1.08, -2.45)  -0.01
C (0.31, -0.46, -3.68)  -0.08
C (1.09, 0.66, -4.04)  -0.06
C (2.05, 1.16, -3.12)  -0.06
C (2.23, 0.54, -1.89)  -0.02
H (-0.77, -0.78, 4.48)  0.07
H (-0.85, 0.91, 4.04)  0.08
H (-2.23, 0.14, 4.90)  0.10
H (-2.13, -1.78, 1.11)  0.15
H (-1.28, -2.35, 2.56)  0.12
H (2.36, -0.65, 0.38)  0.17
H (-0.09, -1.99, -2.23)  0.12
H (-0.39, -0.88, -4.44)  0.12
H (1.01, 1.12, -5.01)  0.09
H (2.66, 2.01, -3.33)  0.09
H (3.00, 0.93, -1.22)  0.12

=====

Entry 3:
This record from OMol25 describes 2 unconnected molecules or ions with the total composition C26H28N in a non-equilibrium geometry. The level of theory is ωB97M-V/def2-TZVPD.

The calculation puts the energy above the lowest of the compared OMol25 structures with the same formula, charge and spin at 13.1 kcal/mol. Its spin multiplicity is 1. The calculation puts the LUMO energy at -5.4 eV. The charge is +1.

Each line ends with the Löwdin charge.
Cartesian coordinates (Å):
C (4.69, -0.74, 1.88)  -0.08
C (4.25, 0.57, 1.61)  -0.09
C (2.90, 0.84, 1.45)  -0.05
C (1.95, -0.21, 1.49)  -0.25
C (0.57, 0.05, 1.19)  -0.06
C (-0.43, -0.88, 1.36)  -0.08
N (-1.72, -0.61, 1.60)  -0.10
C (-2.61, -1.74, 1.80)  -0.15
C (-4.06, -1.43, 1.42)  -0.18
C (-4.52, -0.13, 2.06)  -0.20
C (-3.58, 1.03, 1.75)  -0.18
C (-2.12, 0.71, 2.07)  -0.14
C (2.39, -1.50, 1.84)  -0.04
C (3.75, -1.76, 2.02)  -0.08
H (5.74, -0.94, 2.03)  0.10
H (4.98, 1.38, 1.51)  0.11
H (2.55, 1.86, 1.26)  0.11
H (0.31, 1.05, 0.83)  0.10
H (-0.20, -1.95, 1.28)  0.13
H (-2.24, -2.58, 1.19)  0.12
H (-2.58, -2.07, 2.85)  0.14
H (-4.14, -1.37, 0.33)  0.11
H (-4.68, -2.26, 1.75)  0.12
H (-5.52, 0.12, 1.69)  0.12
H (-4.59, -0.26, 3.14)  0.12
H (-3.65, 1.29, 0.69)  0.11
H (-3.86, 1.91, 2.33)  0.12
H (-1.96, 0.77, 3.17)  0.14
H (-1.48, 1.47, 1.61)  0.11
H (1.65, -2.30, 1.97)  0.10
H (4.06, -2.78, 2.27)  0.11
C (0.93, -0.36, -1.89)  0.10
C (-0.43, -0.37, -2.31)  -0.19
C (-1.02, -1.65, -2.56)  0.00
C (-2.37, -1.78, -2.88)  -0.06
C (-3.19, -0.64, -2.95)  -0.04
C (-2.61, 0.63, -2.77)  -0.05
C (-1.25, 0.77, -2.52)  0.01
C (1.90, 0.68, -1.89)  -0.20
C (3.28, 0.31, -1.93)  0.00
C (4.28, 1.25, -1.83)  -0.06
C (3.97, 2.61, -1.72)  -0.03
C (2.63, 3.01, -1.74)  -0.05
C (1.61, 2.07, -1.79)  -0.01
H (1.33, -1.35, -1.65)  0.14
H (-0.39, -2.54, -2.50)  0.12
H (-2.79, -2.76, -3.09)  0.12
H (-4.25, -0.73, -3.19)  0.12
H (-3.23, 1.52, -2.85)  0.12
H (-0.82, 1.76, -2.51)  0.09
H (3.52, -0.75, -2.01)  0.13
H (5.33, 0.93, -1.82)  0.12
H (4.77, 3.36, -1.65)  0.12
H (2.37, 4.07, -1.70)  0.12
H (0.58, 2.41, -1.71)  0.10

=====

Entry 4:
This record from OMol25 describes 2 unconnected molecules or ions with the total composition C28H33Br2Si2 in a non-equilibrium geometry. The level of theory is ωB97M-V/def2-TZVPD.

The calculation puts the energy above the lowest of the compared OMol25 structures with the same formula, charge and spin at 20.4 kcal/mol. Its spin multiplicity is 1. The calculation puts the LUMO energy at -5.5 eV. The charge is +1.

Each line ends with the Löwdin charge.
Cartesian coordinates (Å):
C (-3.95, -0.27, -0.17)  -0.20
Si (-2.35, -0.27, -1.16)  0.55
C (-1.93, 1.52, -1.58)  -0.22
C (-0.90, -1.03, -0.11)  -0.24
C (-1.01, -2.44, 0.32)  -0.22
C (0.12, -3.03, 0.93)  -0.03
C (0.21, -4.41, 1.09)  -0.07
C (-0.86, -5.23, 0.71)  -0.06
C (-2.04, -4.66, 0.21)  -0.07
C (-2.14, -3.27, 0.07)  -0.05
C (0.23, -0.27, 0.09)  -0.05
Si (-2.66, -1.39, -3.21)  0.45
C (-4.39, -2.16, -3.30)  -0.21
C (-2.49, -0.12, -4.57)  -0.22
C (-1.36, -2.74, -3.39)  -0.21
H (-3.77, 0.22, 0.81)  0.03
H (-4.74, 0.31, -0.68)  0.04
H (-4.35, -1.27, 0.03)  0.02
H (-1.72, 2.07, -0.65)  0.02
H (-1.05, 1.59, -2.24)  0.03
H (-2.77, 2.03, -2.08)  0.04
H (0.96, -2.40, 1.23)  0.10
H (1.13, -4.84, 1.50)  0.11
H (-0.77, -6.32, 0.79)  0.11
H (-2.88, -5.29, -0.07)  0.11
H (-3.09, -2.83, -0.23)  0.08
H (1.01, -0.62, 0.77)  0.06
H (0.50, 0.48, -0.65)  0.07
H (-4.54, -2.56, -4.31)  0.04
H (-4.51, -2.98, -2.58)  0.03
H (-5.17, -1.41, -3.11)  0.03
H (-2.64, -0.61, -5.54)  0.04
H (-3.24, 0.67, -4.49)  0.03
H (-1.50, 0.34, -4.58)  0.03
H (-1.41, -3.15, -4.41)  0.04
H (-0.35, -2.34, -3.22)  0.03
H (-1.52, -3.56, -2.68)  0.02
Br (-0.30, -1.32, 6.89)  0.79
C (0.11, -0.55, 5.20)  -0.64
C (-0.93, -0.21, 4.31)  -0.09
C (-0.62, 0.44, 3.13)  0.00
C (0.70, 0.78, 2.78)  -0.23
C (0.96, 1.50, 1.54)  -0.03
C (2.25, 1.96, 1.20)  -0.06
C (2.48, 2.96, 0.27)  0.05
C (3.73, 3.66, 0.08)  -0.20
C (3.86, 4.72, -0.87)  0.00
C (5.05, 5.40, -1.06)  -0.10
C (6.19, 5.07, -0.30)  -0.66
Br (7.86, 5.86, -0.70)  0.81
C (6.09, 4.05, 0.67)  -0.09
C (4.88, 3.38, 0.88)  0.01
C (1.74, 0.36, 3.65)  0.00
C (1.45, -0.29, 4.85)  -0.09
H (-1.96, -0.44, 4.57)  0.11
H (-1.42, 0.66, 2.42)  0.12
H (0.10, 2.00, 1.11)  0.12
H (3.12, 1.42, 1.62)  0.12
H (1.69, 3.23, -0.45)  0.14
H (2.97, 5.03, -1.42)  0.12
H (5.12, 6.20, -1.80)  0.11
H (6.98, 3.81, 1.26)  0.11
H (4.80, 2.66, 1.70)  0.11
H (2.79, 0.50, 3.38)  0.11
H (2.25, -0.57, 5.54)  0.11

=====

Number 1: electronic energy -34412.02887 eV. Number 2: electronic energy -25387.33168 eV. Number 3: electronic energy -28898.86750 eV. Number 4: electronic energy -185404.43566 eV.